No. 1
Here is a 6-piece molecular cluster, C41H37BO11 overall in a non-equilibrium geometry from OMol25. Energies are from wB97M-V/def2-TZVPD.

- E_tot (hartree) = -2436.7498
- orbital gap (eV) = 6.38
- F_max (eV/Å) = 2.7
- total charge = 0
- SMILES string = BCOc1cc(C)ccc1C(C)C.O=C1C=CC(=O)C=C1.O=C1C=CC(=O)C=C1.O=C1C=CC(=O)C=C1.O=C1C=CC(=O)C=C1.O=C1C=CC(=O)C=C1

Structure (XYZ):
```
90
Properties=species:S:1:pos:R:3:forces:R:3:mulliken_charge:R:1
B 1.0215 -5.6834 3.5396 0.5 0.7 -0.6 0.1838
C 1.5544 -4.3921 2.7378 0.3 -0.9 0.8 -0.5495
O 0.9801 -3.1530 3.2083 0.5 0.4 -1.3 -0.4433
C 1.3924 -2.0673 2.4054 1.0 1.1 -0.8 0.9437
C 2.8417 -1.7859 2.3215 -1.8 1.5 -1.3 -0.8325
C 3.3062 -0.6895 1.4828 -0.9 -0.2 0.2 0.8649
C 4.8525 -0.4093 1.4015 -1.2 0.2 0.4 -1.2465
C 2.3480 0.1242 0.7249 -1.4 -1.6 1.4 -0.7616
C 0.9113 -0.1587 0.8555 1.9 -1.1 1.2 -0.5965
C 0.4040 -1.2642 1.6972 1.6 0.6 -1.0 -0.2649
C -1.1404 -1.4608 1.7642 0.3 0.3 1.4 1.2659
C -1.6271 -2.9450 1.5532 -0.4 0.2 -1.3 -1.1790
C -1.6229 -0.9360 3.2119 0.0 -1.1 -0.4 -1.1867
H -0.0653 -5.8043 3.9881 -0.1 0.2 0.1 -0.0596
H 1.7912 -6.5908 3.6269 -0.1 -0.1 -0.1 -0.0682
H 1.3195 -4.5894 1.6425 0.3 0.3 0.9 0.2090
H 2.6776 -4.3915 2.8711 -1.1 0.2 -0.4 0.2462
H 3.5866 -2.3890 2.8957 -0.9 0.6 -0.5 0.3247
H 5.3314 -0.6478 2.3917 -0.4 0.0 -1.1 0.3638
H 5.0019 0.6906 1.2405 0.0 -1.1 -0.2 0.3378
H 5.2661 -1.0289 0.5655 0.0 0.7 0.8 0.2363
H 2.6542 0.9665 0.0568 -0.1 -0.9 0.7 0.2913
H 0.1779 0.4621 0.2933 0.7 -0.7 0.7 0.3466
H -1.5970 -0.7732 1.0111 0.5 -0.8 0.5 0.0587
H -0.8310 -3.7094 1.7321 -0.8 0.8 0.2 0.1003
H -1.9390 -3.0750 0.4731 0.4 0.1 1.0 0.2695
H -2.5578 -3.1503 2.1527 1.1 0.1 -0.4 0.4162
H -1.9388 -1.8582 3.7763 0.4 1.1 -0.2 0.3698
H -0.7667 -0.4613 3.7537 -1.0 -0.2 -0.4 0.2319
H -2.5127 -0.2649 3.1224 0.9 -0.4 0.2 0.2103
O -1.2762 -0.2083 -1.2307 -0.2 0.0 -0.4 -0.4362
C -0.8332 -0.3888 -2.3503 0.0 -0.1 0.1 0.0453
C -1.6932 -0.2545 -3.5483 -0.1 0.0 -0.2 -0.4243
C -1.2077 -0.4539 -4.7718 -0.2 0.1 0.1 -0.4678
C 0.2132 -0.8166 -4.9862 0.2 -0.1 -0.2 0.2486
O 0.6546 -0.9959 -6.1031 -0.1 0.0 0.1 -0.5858
C 1.0710 -0.9503 -3.7878 0.0 0.0 0.2 -0.5390
C 0.5847 -0.7508 -2.5642 0.2 -0.1 -0.1 0.2351
H -2.7282 0.0120 -3.3729 0.0 0.0 0.0 0.4572
H -1.8210 -0.3609 -5.6594 0.0 0.0 0.0 0.4250
H 2.1057 -1.2163 -3.9614 0.0 0.0 0.0 0.5289
H 1.1981 -0.8437 -1.6768 0.0 0.0 0.0 0.3928
O -1.1851 5.7351 -3.6229 0.1 -0.1 0.0 -0.5770
C -0.3600 4.8686 -3.4077 0.0 0.0 0.0 0.2464
C -0.5933 3.8227 -2.3857 -0.1 -0.1 0.1 -0.7777
C 0.3137 2.8755 -2.1504 0.0 0.1 -0.1 -0.3252
C 1.5891 2.8261 -2.8988 0.1 -0.2 0.1 0.2709
O 2.4149 1.9595 -2.6833 0.0 0.1 0.0 -0.5163
C 1.8221 3.8724 -3.9214 0.0 0.1 -0.1 -0.6126
C 0.9169 4.8202 -4.1582 0.2 0.0 -0.1 -0.5037
H -1.5376 3.8701 -1.8420 0.7 0.1 -0.5 1.4315
H 0.1607 2.1033 -1.4061 0.0 0.0 0.0 0.6574
H 2.7606 3.8217 -4.4592 0.0 0.0 0.0 0.4467
H 1.0696 5.5925 -4.9020 0.0 0.0 0.0 0.4252
O 2.1960 -4.6919 -2.5805 0.0 -0.1 0.0 -0.5258
C 2.6793 -5.6929 -2.0933 -0.1 0.2 -0.1 0.3426
C 3.8858 -5.6251 -1.2369 0.2 -0.1 0.1 -0.3096
C 4.4170 -6.7239 -0.7038 0.0 0.2 0.0 -0.4052
C 3.8234 -8.0597 -0.9430 0.1 -0.2 0.1 0.3768
O 4.3069 -9.0604 -0.4552 -0.1 0.1 -0.1 -0.5551
C 2.6168 -8.1273 -1.7993 -0.2 0.1 -0.1 -0.3581
C 2.0856 -7.0285 -2.3324 0.0 -0.2 0.0 -0.3298
H 4.3060 -4.6408 -1.0719 0.0 0.0 0.0 0.4995
H 5.2987 -6.6937 -0.0762 0.0 -0.1 0.0 0.4164
H 2.1964 -9.1113 -1.9643 0.0 0.0 0.0 0.4101
H 1.2038 -7.0586 -2.9599 0.0 0.1 0.0 0.4275
O -2.8861 3.6825 -0.7792 -0.9 -0.1 0.6 -0.3903
C -4.0561 3.8690 -0.4916 -0.1 -0.1 0.0 0.2357
C -4.6966 3.1360 0.6222 0.0 -0.1 0.1 -0.2809
C -5.9754 3.3387 0.9347 0.2 -0.1 0.0 -0.4011
C -6.8077 4.3062 0.1822 -0.3 0.0 0.1 0.2568
O -7.9717 4.4921 0.4682 0.1 0.0 0.0 -0.5476
C -6.1632 5.0389 -0.9328 0.2 0.0 -0.1 -0.3296
C -4.8847 4.8358 -1.2446 -0.1 0.1 -0.1 -0.5217
H -4.0723 2.4335 1.1620 0.1 0.0 0.0 0.4990
H -6.4623 2.8119 1.7456 0.0 0.0 0.0 0.4523
H -6.7853 5.7415 -1.4728 0.0 0.0 0.0 0.4231
H -4.3957 5.3622 -2.0555 0.0 0.0 0.0 0.4921
O -2.2466 2.5291 3.0848 0.0 0.1 0.0 -0.4678
C -1.5353 3.5107 3.1764 -0.1 -0.2 0.0 0.3677
C -1.4805 4.5214 2.0966 0.0 0.2 -0.1 0.2177
C -0.7007 5.5963 2.1947 -0.1 -0.1 -0.1 -0.3654
C 0.1439 5.8268 3.3895 0.2 0.2 0.0 0.2408
O 0.8533 6.8076 3.4800 -0.1 -0.1 0.0 -0.5552
C 0.0887 4.8148 4.4700 -0.1 -0.2 0.1 -0.4594
C -0.6916 3.7400 4.3709 0.1 0.1 0.1 -0.4516
H -2.1042 4.3364 1.2323 0.1 0.0 0.0 0.1477
H -0.6475 6.3453 1.4144 0.0 0.0 0.0 0.4681
H 0.7127 4.9982 5.3356 0.0 0.0 0.0 0.4138
H -0.7454 2.9905 5.1506 0.0 0.0 0.0 0.4385
```
Positions in Å, forces in eV/Å.

No. 2
Here is C41H37CdF5P2 as an isolated structure in a non-equilibrium geometry from OMol25. Energies are from wB97M-V/def2-TZVPD.

- ΔE to the lowest compared entry with this formula, charge and spin (kcal per mole) = 68.1
- E_tot (hartree) = -2933.7745
- orbital gap (eV) = 4.43
- F_max (eV/Å) = 4.5
- total charge = 0

Structure (XYZ):
```
86
Properties=species:S:1:pos:R:3:forces:R:3:mulliken_charge:R:1
Cd -0.7362 1.5239 -3.7372 0.5 -0.7 2.9 1.0040
C -2.1494 0.8530 -5.2830 -0.9 1.3 0.8 -1.5584
C -1.9423 -0.5852 -4.9790 -1.5 -2.1 0.5 0.6703
C -0.8516 -1.2542 -5.8365 -0.1 0.0 0.3 -1.2234
C 0.3943 -0.3735 -6.1190 -0.5 -0.3 0.4 -1.4252
C 0.7822 0.7170 -5.1172 3.0 0.9 -2.4 0.4831
C 0.6360 2.0901 -5.3646 2.0 -0.6 -1.1 -0.5997
C -0.4957 2.7229 -6.1380 -0.4 -1.1 -0.3 -0.6656
C -1.6551 1.6731 -6.4338 -0.3 0.8 -0.9 -1.7698
C 1.8901 0.0757 0.0547 0.2 0.1 0.5 -1.3038
H -3.1865 1.1199 -5.0421 0.5 -0.1 -0.3 0.7300
H -2.8524 -1.2083 -5.0832 -0.1 0.2 -1.1 1.2170
H -1.3060 -1.4318 -6.8252 0.0 -0.1 0.3 0.4523
H -0.5577 -2.2417 -5.4421 -0.1 0.5 0.1 0.5587
H 1.2465 -1.0732 -6.1659 -0.1 0.5 0.1 0.4500
H 0.2985 0.1080 -7.1098 0.1 -0.3 0.6 0.3329
H 1.6413 0.3948 -4.5017 -0.8 0.6 -0.3 0.3714
H 1.4820 2.7482 -5.1052 -0.6 -0.3 0.6 0.3307
H -0.2098 3.2123 -7.0870 0.2 -0.3 0.4 0.5304
H -0.8771 3.5305 -5.4787 -0.1 -0.1 -0.5 0.2523
H -2.4847 2.3391 -6.6939 0.0 -0.2 -0.3 0.4379
H -1.4483 1.0657 -7.3192 0.2 0.4 -0.2 0.3178
H 0.9760 0.6844 0.0332 0.2 -0.3 0.0 0.0066
H 2.6832 0.6037 0.5979 0.0 -0.1 -0.2 0.5130
H 1.6768 -0.8747 0.5545 0.0 0.2 0.0 0.4642
P -2.0559 -0.8335 -3.0298 3.7 -1.3 -1.3 -0.0113
P 2.3588 -0.3149 -1.6266 -2.9 -0.2 -1.1 1.9984
C -0.3539 -1.2581 -2.4939 -4.0 -1.9 -0.1 -0.6723
C 0.9967 -0.9869 -2.6587 3.5 1.8 -0.7 -0.0254
C -2.9641 -2.3343 -2.5566 -0.3 0.2 0.3 0.0336
C -3.0603 -3.4704 -3.3713 0.0 0.3 0.3 -0.6240
C -3.6351 -4.6323 -2.8520 0.0 0.2 0.2 -0.6668
C -4.1208 -4.6569 -1.5379 0.1 -0.1 -0.5 -0.6864
C -4.0721 -3.5075 -0.7580 -0.1 0.0 0.3 -1.1467
C -3.5114 -2.3449 -1.2593 0.2 0.0 -0.5 -0.2073
C -3.2986 0.5452 -2.6796 -0.7 0.4 -1.2 1.6187
C -3.0360 1.9291 -2.8519 -1.3 1.1 1.5 0.2386
C -3.9238 2.8983 -2.3436 -0.1 0.1 -0.7 -0.9236
C -5.2627 2.5675 -2.1447 0.2 -0.2 0.5 -0.7344
C -5.6177 1.2139 -2.2507 -0.1 0.5 0.2 -0.7243
C -4.6591 0.2202 -2.4791 0.3 0.5 0.6 -1.0441
C 3.8677 -1.3117 -1.5139 0.7 -0.1 0.0 0.2104
C 3.7278 -2.6386 -1.0523 0.0 0.5 -0.2 -0.6341
C 4.8552 -3.4058 -0.7857 0.2 0.1 0.0 -0.6017
C 6.1336 -2.8796 -0.9997 -0.2 0.2 -0.1 -0.4663
C 6.2812 -1.5792 -1.4904 -0.1 -0.2 0.1 -0.7667
C 5.1588 -0.7863 -1.7222 -0.3 -0.2 0.1 -0.3263
C 2.7990 1.3237 -2.3374 1.1 0.1 0.1 0.2926
C 2.3362 2.5367 -1.7891 0.2 -0.2 -0.1 -0.6679
C 2.7174 3.7572 -2.3581 -0.2 -0.1 0.1 -0.5031
C 3.5174 3.7878 -3.5014 -0.1 0.0 0.0 -0.6229
C 3.9807 2.5903 -4.0556 -0.2 0.0 0.2 -0.9245
C 3.6514 1.3732 -3.4579 -0.2 0.2 0.0 -0.3998
H -0.5131 -2.2576 -2.0891 -0.9 0.3 0.6 0.5935
H 1.4657 -1.5903 -3.4584 0.4 0.4 0.2 0.6276
H -2.6956 -3.4333 -4.4015 0.0 -0.1 0.4 0.2616
H -3.6919 -5.5136 -3.4820 0.0 0.0 0.1 0.4054
H -4.5513 -5.5736 -1.1388 0.1 0.2 -0.1 0.3832
H -4.4757 -3.4945 0.2553 0.1 -0.1 -0.3 0.4240
H -3.5205 -1.4279 -0.6702 0.2 -0.3 0.0 0.7206
H -2.3909 2.4210 -3.6336 -0.5 -0.2 1.5 -0.2767
H -3.5582 3.9311 -2.1992 -0.4 -0.6 -0.5 0.4106
H -5.9992 3.3599 -1.9156 0.5 -0.7 0.0 0.3779
H -6.6527 0.9335 -2.0556 0.2 0.0 -0.3 0.3970
H -4.9965 -0.8113 -2.4707 0.2 0.2 0.0 0.4944
H 2.7313 -3.0516 -0.8797 0.2 0.2 -0.1 0.3995
H 4.7409 -4.4137 -0.3919 0.0 0.2 -0.1 0.3955
H 7.0162 -3.4708 -0.7635 -0.2 0.1 -0.1 0.3680
H 7.2746 -1.1689 -1.6768 -0.3 -0.1 0.1 0.3934
H 5.2995 0.2454 -2.0513 -0.1 -0.4 0.2 0.3815
H 1.7233 2.5237 -0.8828 0.2 0.1 -0.4 0.3065
H 2.3868 4.6876 -1.8812 0.1 -0.4 -0.3 0.4293
H 3.7713 4.7470 -3.9611 0.0 -0.4 0.2 0.3840
H 4.6039 2.6024 -4.9465 0.0 0.0 0.2 0.3856
H 4.0832 0.4492 -3.8555 -0.3 0.3 0.0 0.5772
F -0.4060 -1.7770 0.1121 -0.3 0.3 0.3 -0.4749
C -1.1454 -0.6892 0.5108 -1.1 0.7 1.3 0.3187
C -1.3175 0.4649 -0.2149 1.2 1.0 -0.7 0.3766
C -1.8727 1.5799 0.3536 -0.6 -2.0 2.0 -0.1357
F -1.8647 2.8078 -0.2466 0.0 0.0 -0.1 -0.4807
C -2.4602 1.4793 1.6382 0.2 0.2 -0.9 0.2527
F -3.1580 2.5206 2.1496 0.2 -0.2 0.3 -0.3470
C -2.3602 0.2787 2.3601 0.1 0.0 -0.2 0.4927
F -2.8800 0.1608 3.6058 0.0 0.2 -0.5 -0.3479
C -1.6940 -0.8138 1.8022 0.5 0.0 -1.1 0.2816
F -1.5547 -1.9908 2.4561 -0.2 0.5 0.3 -0.3649
```
Positions in Å, forces in eV/Å.

No. 3
Here is C41H38BKN6O10 as an isolated structure in a non-equilibrium geometry from OMol25. Energies are from wB97M-V/def2-TZVPD.

- ΔE to the lowest compared entry with this formula, charge and spin (kcal per mole) = 14.6
- E_tot (hartree) = -3291.1738
- orbital gap (spin up / spin down) (eV) = 3.90 / 3.95
- F_max (eV/Å) = 2.2
- total charge = -2

Structure (XYZ):
```
97
Properties=species:S:1:pos:R:3:forces:R:3:mulliken_charge:R:1
K 0.0940 -0.3255 0.4706 -0.5 1.1 -1.8 0.6111
O 0.9842 2.2656 6.7237 0.1 0.0 0.1 -0.6412
C 0.4975 1.8565 5.4980 0.0 -0.1 0.0 1.2188
C 0.8882 0.6211 4.9638 -0.1 0.0 -0.1 -1.0023
C 0.3641 0.2622 3.7144 0.0 0.0 0.1 0.5261
N -0.4460 1.0278 2.9962 0.3 0.0 0.1 0.6889
C -0.8079 2.2521 3.5303 0.0 -0.2 0.0 0.6004
C -0.3559 2.6721 4.8208 -0.1 0.1 -0.2 -1.2872
C -1.6613 3.1182 2.8133 -0.1 0.1 0.0 -0.2751
O -2.1463 4.2017 3.1614 0.0 -0.1 0.0 -0.8535
O -1.9280 2.6935 1.4641 0.0 0.0 -0.1 0.4505
C 0.7283 -1.1291 3.1767 0.2 -0.3 0.2 -0.4480
O 0.2933 -2.0974 3.8415 0.1 0.2 -0.2 -0.8180
O 1.4339 -1.1770 2.1306 0.5 -0.4 1.3 -0.8981
H 1.5673 1.5656 7.0318 0.0 0.0 0.0 0.2905
H 1.5248 -0.0673 5.5100 0.0 0.0 0.0 0.3515
H -0.6626 3.6346 5.2070 0.0 0.0 0.0 0.4312
C 4.1189 2.2394 0.4374 -0.1 -0.1 0.0 -0.4190
O 3.9492 1.8349 -0.9341 0.2 0.0 0.0 -0.4947
C 2.6481 1.4473 -1.0517 0.0 0.0 -0.2 0.0614
N 1.9118 1.5338 -0.0303 0.2 0.2 0.3 0.0403
C 2.7415 1.9705 1.0968 0.0 0.0 -0.1 0.3626
C 2.1921 3.1790 1.8132 0.0 0.0 -0.1 0.0760
C 1.2620 4.0197 1.2114 -0.1 0.0 0.0 0.0629
C 0.7960 5.1412 1.8844 0.1 0.0 0.0 -0.5961
C 1.2712 5.4444 3.1538 0.0 0.0 0.0 -0.3902
C 2.2023 4.6097 3.7559 0.0 -0.1 0.0 -0.6584
C 2.6518 3.4774 3.0908 0.0 0.0 0.0 -0.3179
C 2.2266 0.9034 -2.3732 0.0 0.1 0.1 0.2184
C 2.9573 1.1673 -3.5256 0.0 0.0 -0.2 -1.0916
C 2.4682 0.5837 -4.7306 0.1 0.1 0.0 -0.2187
C 1.3590 -0.2091 -4.7107 -0.1 0.0 0.2 -1.0951
C 0.6910 -0.4423 -3.4672 0.1 0.1 0.1 0.2489
N 1.1448 0.1565 -2.3077 -0.2 -0.2 0.0 0.1530
C -0.4092 -1.3183 -3.3315 0.0 0.0 0.1 0.0225
N -1.0534 -1.6348 -2.2458 -0.2 0.1 0.0 -0.0029
C -2.0071 -2.6709 -2.5884 0.2 0.0 -0.1 0.1210
C -1.9627 -2.7364 -4.1344 0.1 0.0 0.0 -0.5512
O -0.8287 -1.9542 -4.4973 -0.2 -0.2 -0.1 -0.4499
C -3.4115 -2.4752 -2.0622 0.0 0.0 0.0 -0.2765
C -3.7627 -1.3904 -1.2709 0.0 0.1 0.0 0.1499
C -5.0650 -1.2622 -0.7968 0.0 0.0 0.0 0.1622
C -6.0307 -2.2099 -1.1109 0.1 0.0 0.0 -0.9537
C -5.6857 -3.2976 -1.9045 0.1 0.0 0.0 -0.4974
C -4.3839 -3.4261 -2.3694 -0.1 0.0 0.0 -0.5717
H 4.3887 3.2932 0.4647 0.0 0.1 0.0 0.3174
H 4.9217 1.6474 0.8743 0.0 0.0 0.0 0.3291
H 2.8026 1.1447 1.8127 -0.1 0.0 0.0 0.0822
H 0.8619 3.7518 0.2395 0.0 0.0 0.1 0.2953
H 0.0276 5.7570 1.4350 0.0 0.0 0.0 0.2855
H 0.8732 6.2972 3.6918 0.0 0.0 0.0 0.3734
H 2.5336 4.8036 4.7698 0.0 0.0 0.0 0.3007
H 3.3334 2.7906 3.5863 0.0 0.0 0.0 0.3169
H 3.8439 1.7855 -3.4947 0.0 0.0 0.0 0.4273
H 2.9879 0.7626 -5.6653 0.0 0.0 0.0 0.3550
H 0.9811 -0.6757 -5.6120 0.0 0.0 0.0 0.3712
H -1.6658 -3.6323 -2.1741 0.1 0.0 0.0 -0.0006
H -2.8667 -2.3116 -4.5784 0.0 0.1 0.0 0.2730
H -1.8261 -3.7500 -4.5152 0.0 0.0 0.0 0.3294
H -2.9974 -0.6630 -1.0247 0.0 0.0 0.0 0.6156
H -5.3308 -0.4194 -0.1694 0.0 0.0 0.0 0.1397
H -7.0425 -2.1022 -0.7357 0.0 0.0 0.0 0.4224
H -6.4276 -4.0476 -2.1543 0.0 0.0 0.0 0.3600
H -4.1141 -4.2868 -2.9768 0.0 0.0 0.0 0.3622
C -0.4420 -4.2410 1.3153 0.0 0.0 0.0 -0.6361
N -1.6619 -3.9067 2.0262 0.0 0.0 0.0 0.3836
C -2.6283 -4.9688 2.1873 0.1 0.1 0.0 -1.3160
C -2.0583 -2.5913 1.9213 -0.1 0.0 0.0 -0.3694
O -1.5874 -1.8550 1.0649 -0.8 -0.7 0.4 0.7778
N -3.0263 -2.1695 2.8164 0.1 0.2 0.1 0.2917
C -2.8603 -2.5497 4.2242 0.0 -0.1 -0.1 -1.0069
C -3.4175 -0.7666 2.6557 0.0 -0.1 0.0 -0.6474
H -0.0667 -5.1898 1.7038 0.0 0.0 0.0 0.3576
H 0.3050 -3.4695 1.5020 0.0 0.0 0.0 0.0617
H -0.6060 -4.3344 0.2337 0.0 0.0 0.0 0.1051
H -2.7379 -5.5297 1.2512 0.0 0.0 0.0 0.3520
H -3.5990 -4.5550 2.4474 0.0 0.0 0.0 0.4361
H -2.3216 -5.6729 2.9686 0.0 0.0 0.0 0.2971
H -2.8569 -3.6324 4.3444 0.0 0.0 0.0 0.3347
H -3.7115 -2.1474 4.7754 0.0 0.0 0.0 0.4020
H -1.9255 -2.1542 4.6307 0.0 0.0 0.0 0.1614
H -3.5465 -0.5482 1.5987 0.0 0.0 0.0 -0.4438
H -2.6624 -0.0801 3.0535 0.0 0.0 0.0 0.3654
H -4.3669 -0.6081 3.1696 0.0 0.0 0.0 0.4305
O -4.3580 2.4492 1.7379 0.0 0.0 -0.1 -0.6392
B -3.1676 2.6318 0.9982 0.0 -0.1 0.1 0.7444
O -3.4672 2.6751 -0.3825 0.0 0.0 0.0 -0.5242
C -4.8206 2.5464 -0.4661 0.2 0.0 0.1 0.5799
C -5.6086 2.5370 -1.5876 -0.1 -0.1 -0.2 -0.9087
C -6.9837 2.3684 -1.3961 0.0 0.0 0.1 -0.4195
C -7.5197 2.2223 -0.1223 0.0 0.0 -0.1 -0.5721
C -6.7031 2.2415 1.0132 -0.1 -0.1 0.1 -0.7349
C -5.3557 2.4052 0.8115 0.1 0.0 0.1 0.4347
H -5.1728 2.6302 -2.5743 0.0 0.0 0.0 0.4870
H -7.6382 2.3440 -2.2588 0.0 0.0 0.0 0.3684
H -8.5880 2.0877 -0.0043 0.0 0.0 0.0 0.3598
H -7.1044 2.1251 2.0127 0.0 0.0 -0.1 0.4923
```
Positions in Å, forces in eV/Å.